(1)
# C14H31F8N2NbO9P3S

C14H31F8N2NbO9P3S as an isolated structure (ωB97M-V/def2-TZVPD, the OMol25 dataset).

Element x y z (Å)
C -2.4149 2.1681 3.1127
P -1.7225 1.1475 4.4925
O -0.7305 2.1753 5.3777
Nb -0.0903 -0.6763 3.6005
S 1.0777 1.1203 2.3340
C -1.4736 -1.3708 1.9801
C -1.3577 -0.8086 0.5784
O -0.6038 -1.6953 -0.2578
C 0.6354 -1.2165 -0.6486
C 0.6045 -0.4997 -2.0100
F -0.5742 -0.7095 -2.6569
F 1.5904 -1.0142 -2.8116
C 0.7919 1.0294 -1.9301
F -0.3848 1.5523 -1.4820
F 1.7501 1.3642 -1.0472
C 1.1018 1.7704 -3.2415
F 2.2196 1.2783 -3.8224
F 0.0780 1.6171 -4.1095
C 1.3063 3.2882 -2.9604
F 0.8979 3.9988 -4.0333
F 2.6327 3.5157 -2.7859
P -1.2727 -2.3100 5.2539
N -0.4927 -3.7020 5.4200
P 1.7397 -0.4873 5.3901
N 3.0087 -1.6571 5.2071
O 2.4898 0.9957 5.2188
H -2.5345 3.1893 3.4594
H -1.8075 2.1788 2.2099
H -3.3866 1.7717 2.8494
H -0.2047 2.7107 4.7767
H 1.0194 -1.9737 2.9040
H 0.1803 1.9227 1.7395
H -1.4077 -2.4502 1.8797
H -2.4814 -1.1853 2.3573
H -2.3459 -0.7535 0.1234
H -0.9480 0.1932 0.5310
H 1.0941 -0.5791 0.1024
H 1.2922 -2.0677 -0.7769
H 0.8108 3.6206 -2.0561
H -1.4521 -1.6699 6.5050
H -2.6232 -2.5154 4.8632
H 0.3382 -3.6851 4.8388
H 3.2653 -1.6714 4.2276
H 3.8288 -1.3491 5.7198
H 3.1081 0.9646 4.4864
C 4.6774 -7.4687 0.1140
O 4.0771 -7.0967 -1.1274
C 3.1178 -6.1763 -1.0031
O 2.7571 -5.6769 0.0239
O 2.6379 -5.9118 -2.2153
C 1.5891 -4.9378 -2.2260
H 5.4308 -8.2135 -0.1252
H 5.1486 -6.6093 0.5862
H 3.9374 -7.8983 0.7858
H 1.9426 -3.9866 -1.8372
H 0.7341 -5.2829 -1.6489
H 1.2972 -4.8137 -3.2644
C -5.1038 7.3556 -4.3966
O -3.9693 6.7167 -4.9813
C -3.6565 5.5476 -4.4196
O -4.2411 5.0333 -3.5059
O -2.5926 5.0599 -5.0451
C -2.1383 3.7970 -4.5440
H -5.2435 8.2837 -4.9428
H -5.9909 6.7340 -4.4990
H -4.9240 7.5733 -3.3459
H -2.9127 3.0405 -4.6538
H -1.8488 3.8826 -3.4994
H -1.2779 3.5231 -5.1383

Cartesian forces (eV/Å) of the 6 atoms listed first:
0.27 0.01 0.25
-0.36 -0.35 -0.22
-0.38 0.13 -0.35
-0.43 1.00 0.66
0.24 -0.15 0.10
0.82 -0.63 0.20

## Properties
Total charge ... -1
HOMO energy ... -4.1 eV
Kohn-Sham gap ... 0.2122 Ha

(2)
# C14H31GaN4O2PS

C14H31GaN4O2PS as an isolated structure (ωB97M-V/def2-TZVPD, the OMol25 dataset).

Element x y z (Å)
Ga 0.1295 -0.6689 -1.2467
C -0.4965 1.9666 3.0672
N 0.0045 2.3272 1.7290
C 1.4781 2.3261 1.7393
N 1.9652 1.0409 2.1514
C 1.4735 0.6890 3.4700
N 0.0229 0.6872 3.4575
C -0.5423 -0.4235 2.7153
P -0.0259 -0.1800 1.0048
C -0.5654 1.4855 0.6536
C 1.7615 -0.0040 1.1662
H -1.5938 1.9932 3.0469
H -0.1860 2.7574 3.7630
H -0.2938 3.2879 1.5455
H 1.8066 3.1202 2.4231
H 1.8335 2.6172 0.7422
H 1.8422 1.4090 4.2131
H 1.8737 -0.2781 3.8032
H -1.6336 -0.4389 2.8110
H -0.1860 -1.3794 3.1150
H -1.6531 1.6095 0.6738
H -0.2006 1.8740 -0.3029
H 2.2301 0.2646 0.2130
H 2.2343 -0.9387 1.4876
C 1.8474 -5.6800 -0.9588
N 1.9847 -4.2541 -0.7168
C 3.1811 -3.7815 -0.0409
C 1.0460 -3.3038 -1.0885
C -0.2093 -3.7614 -1.7929
O 1.2071 -2.1024 -0.8610
H 2.7099 -6.2335 -0.5788
H 1.7615 -5.8526 -2.0356
H 0.9449 -6.0419 -0.4576
H 3.8541 -4.6058 0.2084
H 2.8901 -3.2632 0.8781
H 3.7033 -3.0747 -0.6934
H -0.2680 -4.8371 -1.9524
H -0.2582 -3.2720 -2.7700
H -1.0739 -3.4611 -1.1939
O -0.9317 0.7428 -1.6265
S -1.3645 1.6547 -2.7373
C -3.1951 1.7234 -2.6914
C -3.5861 3.1769 -2.4947
C -2.5591 3.7506 -1.5349
C -1.2120 3.3702 -2.1197
H -3.5317 1.1091 -1.8501
H -3.5947 1.3082 -3.6201
H -4.6043 3.2665 -2.1041
H -3.5475 3.7134 -3.4508
H -2.6837 3.3073 -0.5393
H -2.6582 4.8356 -1.4338
H -0.4025 3.4317 -1.3881
H -0.9661 4.0005 -2.9802
H 0.2379 -1.0099 -2.8170

Cartesian forces (eV/Å) of the 6 atoms listed first:
-0.14 -2.34 -3.26
-0.70 -0.19 1.61
-1.01 1.98 -0.53
1.77 0.03 0.03
1.13 0.68 -0.06
0.58 0.11 0.64

## Properties
Total charge ... +3
HOMO energy ... -18.1 eV
Kohn-Sham gap ... 0.2984 Ha

(3)
# C14H31N10O3SSe2Tc

C14H31N10O3SSe2Tc as an isolated structure (ωB97M-V/def2-TZVPD, the OMol25 dataset).

Element x y z (Å)
Tc -0.4938 0.2554 -0.9103
C 0.7878 0.7132 -4.2732
Se 1.0681 -0.4959 -2.7742
C 2.8747 0.1699 -2.3998
C 3.5406 -0.4353 -1.1759
Se 3.2132 0.5742 0.4621
C 4.1934 -0.5939 1.6557
H 0.6886 1.7359 -3.9187
H -0.1046 0.4012 -4.8058
H 1.6483 0.6104 -4.9304
H 2.8376 1.2579 -2.3641
H 3.4401 -0.1125 -3.2877
H 4.6238 -0.4071 -1.3019
H 3.2569 -1.4736 -0.9974
H 3.8437 -1.6168 1.5383
H 4.0297 -0.2369 2.6697
H 5.2509 -0.5163 1.4099
N -1.1989 -2.7914 -2.2039
N -2.5140 -2.9652 -1.7674
C -3.0827 -2.1094 -0.9126
N -4.3131 -2.3563 -0.5038
N -2.3302 -1.0349 -0.5398
N -2.8289 -0.1517 0.3510
O -1.9904 0.7700 0.5574
O -3.8900 -0.1965 0.9014
H -1.1730 -2.8964 -3.2128
H -0.6072 -3.5100 -1.7968
H -3.0180 -3.8069 -2.0167
H -4.8060 -3.1801 -0.8163
H -4.7728 -1.7390 0.1486
N -3.2559 1.7364 -3.8660
C -3.1675 2.8474 -3.0652
C -2.2964 2.5218 -2.0776
N -1.8526 1.2236 -2.2737
C -2.4590 0.7854 -3.3664
H -3.8239 1.6529 -4.6966
H -3.7176 3.7502 -3.2649
H -1.9663 3.1181 -1.2456
H -2.3486 -0.1914 -3.8071
C 1.2560 2.3206 4.3788
C 0.0751 2.1883 3.4283
N 0.3890 1.3698 2.2424
C 0.4090 0.0584 2.2158
S 0.8286 -0.7381 0.6570
N 0.1506 -0.6794 3.2733
C 0.1865 -2.1504 3.3845
C 1.4815 -2.6422 4.0025
H 0.9662 2.9256 5.2364
H 2.0938 2.8152 3.8883
H 1.5990 1.3554 4.7565
H -0.2281 3.1626 3.0515
H -0.8053 1.7630 3.9174
H 0.5383 1.8379 1.3539
H -0.0317 -0.1833 4.1378
H 0.0282 -2.5687 2.3922
H -0.6701 -2.4317 3.9957
H 2.3376 -2.3914 3.3750
H 1.4478 -3.7250 4.1148
H 1.6367 -2.2120 4.9920
O 1.4801 3.8265 -1.8092
C 1.0002 2.8886 -1.3230
N 0.5450 1.9041 -0.7834

Cartesian forces (eV/Å) of the 6 atoms listed first:
0.45 -0.44 0.51
0.00 -0.01 -0.01
0.01 0.02 0.02
0.04 0.00 -0.01
0.04 0.01 0.03
-0.24 -0.09 0.03

## Properties
Total charge ... +3
HOMO energy (spin up / spin down) ... -16.4 / -16.3 eV
Multiplicity ... 2
Kohn-Sham gap (spin up / spin down) ... 0.2095 / 0.2082 Ha

(4)
# C14H31NO10

A 6-piece molecular cluster, C14H31NO10 overall (ωB97M-V/def2-TZVPD, the OMol25 dataset).

Element x y z (Å)
C 7.7684 24.2308 -4.8184
O 8.9707 24.5980 -4.2552
H 7.5492 23.1761 -4.9843
H 6.9283 24.5257 -4.1897
H 7.5201 24.7619 -5.7373
H 9.2669 25.5109 -4.2310
C 10.0712 18.9489 -1.4091
O 10.4466 20.1462 -0.6562
H 8.9975 18.7822 -1.3222
H 10.1324 18.9520 -2.4974
H 10.7960 18.2778 -0.9483
H 11.0713 20.6767 -1.1560
C 9.0768 15.4483 -0.4780
O 9.2037 16.0501 0.7136
H 10.0260 15.2341 -0.9692
H 8.6493 14.5037 -0.1417
H 8.4275 16.1395 -1.0153
H 9.3875 15.4009 1.3965
C 7.7433 19.2267 1.5511
C 7.1075 20.4694 2.2255
C 7.7852 21.7812 1.9399
O 6.6304 22.6418 1.7409
C 5.5367 21.9801 1.4658
O 4.4369 22.4022 1.1890
O 5.8427 20.6846 1.7040
H 7.7912 19.4211 0.4796
H 7.2628 18.2513 1.6274
H 8.7473 19.0726 1.9464
H 7.0562 20.2927 3.2999
H 8.3025 21.7542 0.9809
H 8.2845 22.0988 2.8553
C 6.8100 18.1517 -7.6753
C 6.0142 16.7924 -7.4541
C 4.8933 16.7180 -6.4657
O 3.7506 16.5360 -7.2282
C 3.9908 16.2846 -8.4645
O 3.1375 16.0118 -9.3287
O 5.3262 16.4805 -8.7001
H 7.5956 18.1966 -6.9211
H 6.0800 18.9563 -7.5865
H 7.3062 18.2615 -8.6396
H 6.5984 15.9014 -7.2241
H 4.7504 17.7037 -6.0229
H 5.2010 15.9848 -5.7201
C 7.1852 17.7853 -3.6044
O 7.5753 17.4036 -4.6992
N 6.9515 19.0713 -3.2946
C 7.4751 20.2387 -3.9571
C 6.2126 19.5243 -2.0118
H 6.9471 17.1882 -2.7106
H 8.0148 20.0983 -4.8936
H 8.1950 20.6898 -3.2741
H 6.6839 20.9366 -4.2313
H 5.3587 20.1921 -2.1256
H 6.0022 18.5533 -1.5635
H 6.8290 19.9032 -1.1965

Cartesian forces (eV/Å) of the 6 atoms listed first:
-2.21 1.82 -0.27
1.62 -1.61 0.68
1.22 -0.29 0.01
-0.17 0.12 0.50
0.40 -0.16 -0.44
-0.89 0.09 -0.50

## Properties
Total charge ... +1
HOMO energy (spin up / spin down) ... -12.7 / -12.7 eV
Multiplicity ... 2
Kohn-Sham gap (spin up / spin down) ... 0.3085 / 0.1252 Ha

Computed values of total energy (unit: a.u.) for the preceding records, in sequence: -3616.81222 -3584.80395 -6606.20465 -1358.70710.
Computed values of max |F| (unit: eV Å⁻¹) for the preceding records, in sequence: 1.27 6.14 0.83 5.65.